No. 1
37
Properties=species:S:1:pos:R:3:forces:R:3:nbo_charge:R:1 method="wB97M-V/def2-TZVPD" molar_mass_da=221.3 e_above_lowest_kj_mol=119.01 spin_multiplicity=1 total_charge=+1
C 2.893095 2.503619 -0.850719 -0.13 0.25 0.11 -0.40
C 3.063078 1.168867 -0.134766 0.24 -0.07 -0.57 -0.41
C 1.968683 0.882245 0.881892 0.54 0.14 0.55 -0.23
N 0.638096 1.008396 0.282979 -1.25 -1.42 0.66 -0.26
C -0.273254 0.061100 0.504435 -0.06 2.47 -0.30 0.28
C -1.565083 0.077156 -0.166871 -0.92 0.38 -0.65 -0.20
C -1.716201 0.504586 -1.516681 0.06 -0.10 0.20 -0.10
C -2.970179 0.596560 -2.114387 -0.13 -0.11 0.08 -0.23
C -4.127648 0.251915 -1.394405 0.40 -0.05 0.37 -0.13
C -4.003903 -0.167489 -0.059201 0.05 0.05 -0.24 -0.21
C -2.744934 -0.235452 0.544493 0.24 -0.33 -0.07 -0.13
C 0.417317 2.345055 -0.334884 0.04 0.55 -0.50 -0.24
C 1.475488 2.663089 -1.389822 0.03 -0.16 -0.37 -0.41
H 3.105278 3.329965 -0.160088 -0.02 -0.11 -0.02 0.21
H 3.610705 2.595348 -1.673706 -0.10 -0.08 0.21 0.24
H 3.072102 0.368126 -0.879410 0.01 -0.06 0.03 0.21
H 4.036474 1.157418 0.357530 -0.12 -0.18 0.14 0.25
H 2.080233 -0.130506 1.273548 -0.06 0.14 0.06 0.23
H 2.049640 1.604128 1.705446 -0.16 -0.12 -0.06 0.22
H -0.151907 -0.599304 1.381412 0.49 0.07 -0.82 0.23
H -0.832084 0.762320 -2.100540 -0.22 -0.20 0.08 0.21
H -3.062668 0.926496 -3.156592 0.13 -0.18 0.51 0.24
H -5.117629 0.308553 -1.866648 0.54 -0.04 0.24 0.24
H -4.900097 -0.463131 0.497780 0.46 0.22 -0.16 0.24
H -2.653552 -0.535313 1.587814 -0.14 -0.04 -0.19 0.22
H -0.581474 2.451055 -0.763160 0.20 -0.30 0.34 0.25
H 0.516530 3.099841 0.462415 -0.04 -0.51 0.13 0.23
H 1.336342 3.686882 -1.756854 -0.17 -0.18 0.18 0.24
H 1.321625 2.010275 -2.256541 0.05 -0.03 0.05 0.21
C -0.182639 -4.227656 2.250392 -0.13 0.48 0.33 -0.44
N 0.938048 -3.570922 1.603127 0.55 -1.37 -0.35 -0.33
O 1.002419 -4.184879 0.299123 1.20 0.36 -0.11 -0.61
H -0.179577 -3.906066 3.288871 -0.22 0.04 0.15 0.20
H -1.135432 -3.994490 1.775033 -0.20 0.00 0.00 0.17
H -0.060892 -5.308209 2.231452 0.27 0.10 -0.06 0.22
H 0.784959 -2.590033 1.432632 -0.39 0.14 -0.09 0.30
H 1.949042 -4.449546 0.214901 -1.06 0.23 0.13 0.48


No. 2
38
Properties=species:S:1:pos:R:3:forces:R:3:nbo_charge:R:1 method="wB97M-V/def2-TZVPD" molar_mass_da=237.3 e_above_lowest_kj_mol=224.62 spin_multiplicity=1 total_charge=+1
O 3.693733 -1.789253 0.209790 -0.04 0.03 0.05 -0.73
C 3.779762 -0.830322 -0.833224 0.01 0.03 -0.15 -0.07
C 2.425108 -0.320177 -1.270702 -0.37 0.22 0.37 -0.42
C 1.717006 0.426889 -0.133516 0.20 0.25 -0.44 -0.45
C 0.478978 1.164472 -0.616121 0.21 -0.18 0.04 -0.21
N -0.743555 0.274063 -0.583788 0.11 -0.08 0.18 -0.53
C -1.643704 0.475347 0.629263 -0.02 0.02 0.26 0.11
O -2.700332 1.267638 0.272964 -0.16 0.07 0.00 -0.49
C -3.857005 0.582994 -0.126302 -0.54 -0.35 -0.21 0.25
C -4.549806 -0.206044 0.786136 0.31 0.22 -0.06 -0.27
C -5.693289 -0.888544 0.393372 0.42 0.34 -0.20 -0.18
C -6.146422 -0.769696 -0.918404 0.14 0.01 0.25 -0.20
C -5.467572 0.043753 -1.816924 -0.03 -0.14 0.37 -0.18
C -4.318498 0.725537 -1.423159 -0.06 -0.07 -0.12 -0.27
H 3.771650 -2.664969 -0.172691 -0.01 -0.14 0.03 0.48
H 4.339672 0.018913 -0.448988 0.15 0.05 0.06 0.19
H 4.312879 -1.216078 -1.700209 0.13 -0.14 -0.01 0.18
H 1.795460 -1.122316 -1.664570 0.06 -0.18 -0.08 0.19
H 2.589751 0.396325 -2.075083 0.01 0.01 -0.20 0.21
H 2.405778 1.186587 0.232237 0.06 0.02 0.20 0.27
H 1.499329 -0.230600 0.706844 -0.05 -0.06 0.14 0.22
H 0.609287 1.482212 -1.643725 0.00 0.11 -0.16 0.22
H 0.273393 2.038985 -0.010388 -0.26 0.07 0.07 0.23
H -0.450182 -0.702282 -0.590666 0.17 -0.02 -0.17 0.43
H -1.310450 0.419410 -1.420036 -0.18 0.00 0.07 0.45
H -1.918755 -0.510827 0.995777 -0.22 -0.11 -0.12 0.20
H -1.065806 0.975817 1.397600 0.26 0.12 -0.05 0.21
H -4.178856 -0.250949 1.800158 -0.10 -0.10 0.16 0.22
H -6.206047 -1.488245 1.126308 -0.18 -0.13 -0.02 0.23
H -7.028668 -1.313252 -1.215538 -0.11 0.02 -0.14 0.23
H -5.835801 0.152454 -2.823828 0.00 0.03 -0.13 0.23
H -3.821289 1.365757 -2.136931 0.16 0.14 0.05 0.23
C 5.807317 -0.138953 2.703785 0.24 -0.18 0.16 -0.73
C 5.018974 0.946277 2.143634 -0.11 -0.03 -0.09 0.33
N 4.377743 1.774985 1.674401 -0.02 -0.04 0.00 -0.38
H 6.836486 0.177058 2.865524 -0.02 0.08 -0.02 0.26
H 5.394699 -0.459732 3.658621 -0.06 0.07 0.00 0.26
H 5.809032 -0.993235 2.028380 -0.09 0.06 -0.07 0.27


No. 3
39
Properties=species:S:1:pos:R:3:forces:R:3:nbo_charge:R:1 method="wB97M-V/def2-TZVPD" molar_mass_da=253.3 e_above_lowest_kj_mol=299.83 spin_multiplicity=1 total_charge=+1
C 1.480144 -2.416757 -1.466569 -0.34 1.27 -0.10 -0.62
C 1.402272 -0.941452 -2.005267 0.86 -1.88 -0.07 -0.07
O 0.534403 -0.233617 -1.120737 -0.38 -0.01 -1.70 -0.55
C -0.503681 0.451020 -1.786033 -0.84 0.57 1.95 -0.05
C -1.833114 0.354042 -0.928370 -0.86 -1.09 -1.57 -0.23
C -2.082733 -0.974633 -0.135454 -0.62 -0.37 -0.23 -0.43
C -2.668342 -1.991627 -1.178076 0.92 -0.78 -0.09 -0.23
N -3.019358 -1.197995 -2.422635 -1.46 0.95 1.14 -0.52
C -2.973233 0.240730 -2.028724 1.46 2.36 1.27 -0.26
H 2.027378 -3.079329 -2.154730 -0.12 0.27 0.40 0.23
H 0.427519 -2.754018 -1.369187 0.63 -0.10 0.01 0.18
H 1.937356 -2.373721 -0.464437 -0.12 -0.37 -0.43 0.22
H 1.035352 -1.013599 -3.046836 -0.16 0.46 0.45 0.17
H 2.416088 -0.497509 -2.062445 -0.59 0.02 0.25 0.20
H -0.746762 0.051806 -2.788214 0.63 0.04 0.26 0.15
H -0.273918 1.534033 -1.844322 0.00 -0.49 -0.42 0.21
H -2.098926 1.241745 -0.336847 0.67 -0.32 -0.05 0.25
H -1.224705 -1.433029 0.383694 -0.13 0.49 -0.47 0.27
H -2.860290 -0.835516 0.639252 0.41 0.25 -0.39 0.24
H -1.929316 -2.721768 -1.550442 -0.17 0.27 0.51 0.23
H -3.549447 -2.582714 -0.877661 0.35 0.55 0.09 0.24
H -2.394967 -1.435717 -3.188002 -0.19 0.19 -0.19 0.45
H -4.004447 -1.329606 -2.655529 0.29 -0.64 -0.58 0.45
H -2.750744 0.913800 -2.873384 -0.18 -0.58 0.08 0.24
H -3.864603 0.659353 -1.531284 -0.27 -1.13 -0.60 0.25
C 1.683969 -0.274908 2.671455 0.00 0.10 0.03 -0.18
C 1.710000 0.484804 1.506300 0.12 -0.16 0.17 -0.23
C 1.911475 1.855881 1.578082 -0.04 -0.02 -0.13 -0.22
C 2.088610 2.451772 2.818594 -0.11 -0.71 -0.04 0.09
C 2.057769 1.704629 3.987421 0.02 -0.02 0.14 -0.21
C 1.853482 0.333923 3.909671 -0.04 -0.01 -0.20 -0.21
N 2.323532 3.893660 2.892675 0.03 0.26 0.04 0.52
O 2.323509 4.518110 1.853262 -0.04 0.03 -0.28 -0.38
O 2.505465 4.379632 3.985404 0.01 0.00 0.26 -0.36
H 1.532332 -1.346824 2.614152 0.03 0.03 0.02 0.21
H 1.574700 0.010810 0.538760 0.11 0.25 0.48 0.23
H 1.931115 2.442452 0.669627 0.07 0.14 0.14 0.24
H 2.191912 2.172186 4.952888 0.03 0.14 -0.12 0.25
H 1.830203 -0.260051 4.813948 0.01 0.05 0.00 0.23


No. 4
42
Properties=species:S:1:pos:R:3:forces:R:3:nbo_charge:R:1 method="wB97M-V/def2-TZVPD" smiles="Cc1nn(C)c(C)c1S(=O)(=O)N1CCC2(CC1)OCCS2" molar_mass_da=331.5 e_above_lowest_kj_mol=305.56 spin_multiplicity=1
C -0.505808 -2.878042 3.603457 0.37 1.31 -0.41 -0.66
C -1.500562 -2.292539 2.653035 0.42 0.23 -1.80 0.21
N -2.779622 -2.311862 2.940596 -0.12 0.32 -0.10 -0.26
N -3.461983 -1.844682 1.871819 2.38 2.16 -3.44 -0.18
C -4.821533 -1.394176 1.854295 -1.64 -2.21 -2.85 -0.41
C -2.593760 -1.484114 0.791487 3.02 -0.39 3.87 0.23
C -2.735904 -0.663769 -0.414027 -1.92 -1.22 -0.60 -0.68
C -1.284818 -1.740238 1.266611 -0.96 -1.64 1.48 -0.47
S 0.173988 -2.004853 0.208980 3.19 0.49 2.51 2.27
O -0.131069 -2.888886 -0.860297 -0.72 -0.55 -0.68 -0.93
O 1.379647 -2.394780 1.041322 -3.39 1.21 -1.43 -0.94
N 0.490481 -0.504270 -0.536279 -1.42 -0.94 1.07 -0.67
C 0.674728 0.643231 0.416535 1.65 -1.59 -2.74 -0.23
C 0.784528 1.923965 -0.391075 1.07 1.94 1.50 -0.45
C 1.771347 1.962068 -1.555022 0.23 -2.36 0.06 0.16
C 1.482418 0.713858 -2.379219 0.21 -0.87 -0.55 -0.43
C 1.460233 -0.612057 -1.592310 1.75 2.03 -0.03 -0.24
O 3.181813 1.873158 -1.169914 -0.82 1.57 -0.06 -0.55
C 3.827760 3.175647 -1.313131 0.52 -1.74 -1.39 -0.07
C 3.200250 3.817376 -2.547522 0.28 -1.64 -0.36 -0.54
S 1.409096 3.476162 -2.468278 1.05 0.63 0.12 0.20
H 0.073031 -2.104135 4.125151 -0.55 0.06 0.23 0.23
H 0.277738 -3.326077 3.040796 0.45 -0.91 -0.53 0.25
H -0.975671 -3.555459 4.283376 -0.20 -0.32 0.42 0.23
H -5.023592 -0.392501 1.459754 0.64 0.05 0.53 0.21
H -5.320662 -1.601493 2.756006 -0.32 0.07 1.33 0.24
H -5.371740 -2.085738 1.075542 0.78 1.20 1.34 0.20
H -1.888540 -0.792172 -1.111642 -0.43 0.37 0.67 0.27
H -3.009766 0.360245 -0.159974 0.21 0.08 -0.24 0.23
H -3.593233 -1.172300 -0.837024 -0.60 0.60 -1.17 0.23
H 1.588360 0.397615 0.922906 0.73 0.45 0.61 0.21
H -0.111765 0.530563 1.086736 -1.53 0.60 1.26 0.22
H -0.156766 2.305900 -0.798790 -0.11 -0.29 0.36 0.22
H 1.240425 2.731890 0.253882 -1.03 -0.66 -0.12 0.23
H 2.220499 0.542714 -3.162409 0.14 0.44 -0.12 0.22
H 0.527744 0.811333 -2.869830 -0.50 0.26 -0.18 0.21
H 2.509424 -0.749822 -1.286998 -0.21 -0.15 0.74 0.19
H 1.308285 -1.389436 -2.290840 -0.89 -0.97 -0.46 0.23
H 3.731216 3.798269 -0.455652 -0.37 0.39 0.93 0.17
H 4.935457 2.984739 -1.479610 -1.34 0.10 0.20 0.20
H 3.447505 4.844612 -2.520824 -0.04 1.19 -0.46 0.23
H 3.570820 3.290056 -3.451621 0.02 0.68 0.47 0.22